Entry from the Open Molecules 2025 dataset: a cluster of 11 separate species, C49H84BBrN4O23 in total (the ωB97M-V functional and the def2-TZVPD basis).

Summary:
HOMO energy = -0.286 hartree
E = -175951.3510 eV
structure (SMILES) = CN(C)B(O)[C@H](CN)O[C@@](N)(CCCO)[C@@H](N)Br.O=C1CCCO1.O=C1CCCO1.O=C1CCCO1.O=C1CCCO1.O=C1CCCO1.O=C1CCCO1.O=C1CCCO1.O=C1CCCO1.O=C1CCCO1.O=C1CCCO1

```
162
Properties=species:S:1:pos:R:3:forces:R:3:mulliken_charge:R:1
C 1.00289 -2.38971 0.58655 -0.03 -0.20 -0.10 -0.6089
N 0.82382 -2.65479 -0.84780 -0.25 0.25 0.49 0.4137
C 0.62383 -4.07944 -1.14768 0.13 -0.07 -0.17 -0.9287
B -0.11674 -1.77505 -1.51922 0.19 -0.44 -0.36 0.2682
O 0.25032 -1.22696 -2.74985 -0.53 0.54 0.59 -0.9028
C -1.52851 -1.33456 -0.93680 0.52 0.15 -0.02 0.4235
C -1.15626 -0.09443 -0.08054 0.08 0.37 -0.18 -1.4696
N -1.98161 1.10031 -0.31653 0.11 -0.40 0.04 -0.2079
O -2.11195 -2.43009 -0.22884 -0.19 0.39 -0.36 0.4506
C -3.40121 -2.28391 0.33230 -0.38 -0.43 0.75 0.0008
N -3.42163 -1.50480 1.57773 0.23 0.39 -0.37 -0.1382
C -4.42195 -1.70385 -0.65305 -0.12 -0.07 -0.07 -0.8411
C -5.89527 -1.88488 -0.27398 -0.11 0.44 -0.06 -0.2211
C -6.30675 -1.16761 1.01392 -0.30 -0.18 -0.02 -0.9125
O -6.29961 -2.03491 2.14354 -0.13 0.22 0.08 -0.5753
C -3.84408 -3.72148 0.71498 0.53 -0.09 -0.54 -1.2539
N -4.06024 -4.60858 -0.35932 -0.23 0.34 0.19 -0.2462
Br -2.37381 -4.47843 1.88189 -0.13 0.03 0.21 -0.3237
H 0.13501 -2.66849 1.20155 0.03 -0.03 -0.09 -0.0276
H 1.23088 -1.34024 0.74494 0.01 0.01 0.03 0.0165
H 1.87315 -2.94391 0.94234 -0.03 0.02 0.04 0.4751
H -0.36549 -4.29774 -1.57172 0.04 0.04 0.04 0.2081
H 0.68517 -4.65690 -0.22340 -0.02 0.03 -0.04 0.3240
H 1.38359 -4.46569 -1.83682 -0.05 0.06 0.02 0.2768
H 1.09883 -0.79787 -2.59277 0.41 -0.49 -0.45 0.2723
H -2.13554 -0.98336 -1.78302 -0.20 -0.17 0.14 0.4774
H -0.11723 0.19045 -0.30995 -0.06 -0.02 0.04 0.1469
H -1.13673 -0.35985 0.97702 0.01 -0.14 -0.08 0.3078
H -2.29819 1.51903 0.54776 -0.08 0.23 -0.18 0.3021
H -2.77047 0.89878 -0.91601 -0.04 0.01 0.13 0.2269
H -2.52312 -1.61886 2.03831 -0.15 -0.19 0.12 0.3598
H -3.50335 -0.51861 1.34215 0.15 -0.04 0.07 0.2208
H -4.25069 -0.62671 -0.76116 0.10 -0.08 0.05 0.0771
H -4.23445 -2.14067 -1.63763 0.00 -0.05 0.07 0.3215
H -6.49302 -1.44570 -1.08116 0.10 -0.07 -0.05 0.6200
H -6.20220 -2.93087 -0.20944 0.07 0.09 0.02 0.0781
H -7.32735 -0.79157 0.90107 0.01 -0.08 0.08 0.4289
H -5.66630 -0.30095 1.20087 -0.09 0.01 -0.07 0.2686
H -5.49929 -1.83291 2.63804 0.29 -0.08 -0.09 0.2668
H -4.70720 -3.66250 1.36955 0.09 -0.09 0.00 0.9848
H -3.54555 -4.36246 -1.19360 -0.01 -0.09 0.03 0.3332
H -5.04782 -4.76785 -0.53024 0.20 -0.23 -0.15 0.2126
O -2.84676 3.55308 1.09482 -0.16 0.23 0.28 -0.5734
C -2.84772 4.47302 0.32973 0.04 -0.30 -0.15 0.5348
C -2.62643 4.42305 -1.16764 0.22 0.33 -0.04 -0.3777
C -2.30681 5.87771 -1.50507 -0.08 -0.14 -0.01 0.0720
C -3.07866 6.62210 -0.42168 0.03 0.05 -0.11 -0.5357
O -3.06113 5.75136 0.72292 0.01 0.02 0.00 -0.3991
H -3.54715 4.07463 -1.63978 0.01 -0.04 0.00 0.3078
H -1.81979 3.73324 -1.40058 -0.12 -0.18 0.04 0.1487
H -2.58593 6.17335 -2.51483 -0.05 0.02 0.01 0.4412
H -1.23954 6.05476 -1.38833 0.03 0.03 0.01 -0.1856
H -4.11991 6.80279 -0.69926 0.00 -0.02 -0.01 0.2373
H -2.62318 7.56888 -0.13812 0.00 -0.03 0.11 0.2679
O 2.75700 -0.55663 2.39486 0.10 0.15 0.10 -0.5758
C 3.20841 0.51701 2.11588 0.00 -0.15 0.00 0.4271
C 4.26827 1.32151 2.84277 -0.32 0.25 -0.25 -0.3125
C 4.07818 2.72028 2.25756 0.05 -0.07 0.10 -0.1824
C 3.53014 2.42112 0.86947 0.01 0.11 0.03 -0.2067
O 2.78596 1.19684 1.01777 0.00 0.00 0.00 -0.3192
H 5.24557 0.89909 2.60468 0.01 -0.05 0.09 0.1830
H 4.10960 1.28123 3.91311 0.11 -0.20 0.02 0.2317
H 4.98062 3.32664 2.23308 0.02 -0.03 -0.05 0.2222
H 3.32650 3.25712 2.83906 0.01 0.03 -0.02 0.2257
H 4.32348 2.25437 0.13659 0.02 0.00 0.02 0.1506
H 2.86594 3.19491 0.49980 -0.08 -0.09 -0.05 0.1158
O 4.12809 5.21604 -0.48622 0.01 0.07 -0.03 -0.6340
C 3.49529 5.11144 -1.49852 0.05 -0.09 0.05 0.5203
C 3.96068 5.31812 -2.92709 -0.34 0.12 -0.09 -0.6003
C 2.64339 5.44090 -3.69388 0.12 0.04 0.07 -0.1215
C 1.70288 4.59963 -2.83857 -0.09 0.01 -0.17 -0.0945
O 2.19339 4.74563 -1.49303 0.06 0.02 0.07 -0.2294
H 4.53533 4.44063 -3.22845 0.06 0.01 0.03 0.2494
H 4.58815 6.20226 -2.99634 0.14 -0.08 0.05 0.3544
H 2.69243 5.10536 -4.72742 -0.02 -0.04 0.02 0.4456
H 2.31212 6.48012 -3.69143 -0.03 -0.09 -0.02 -0.1405
H 1.73715 3.54042 -3.10163 0.04 -0.02 0.00 0.2485
H 0.66993 4.93741 -2.86871 0.06 0.06 0.04 0.0351
O -5.28834 -3.56922 8.18911 0.06 -0.07 -0.06 -0.5826
C -5.04675 -3.69018 7.02216 -0.12 0.16 0.09 0.4387
C -6.00085 -3.52725 5.85182 0.17 -0.28 -0.18 -0.4677
C -5.24198 -4.18709 4.70215 -0.05 0.05 0.02 0.1215
C -3.79320 -3.96720 5.11901 -0.06 -0.05 -0.07 -0.1703
O -3.81050 -3.98533 6.56155 0.00 -0.01 -0.01 -0.3888
H -6.15673 -2.45977 5.68549 -0.05 0.01 0.02 0.2256
H -6.95351 -4.00066 6.07219 -0.05 0.14 0.08 0.3433
H -5.47026 -3.77928 3.71953 0.01 0.00 0.04 -0.0984
H -5.46076 -5.25553 4.67963 0.02 -0.01 -0.01 0.2704
H -3.40862 -2.99959 4.79030 0.00 0.01 -0.01 0.1781
H -3.12634 -4.74510 4.76325 0.07 0.00 0.12 0.1915
O -0.11561 7.03162 -4.17669 0.03 -0.01 0.05 -0.5494
C -0.09431 8.00942 -3.48705 -0.23 0.07 -0.07 0.5991
C -0.34174 9.44982 -3.89290 0.27 0.11 0.23 -0.6618
C 0.21362 10.23435 -2.70497 -0.02 -0.03 -0.10 -0.5389
C 0.01032 9.24998 -1.55920 0.03 0.17 0.07 -0.4345
O 0.14462 7.94666 -2.15417 0.09 0.01 -0.08 -0.1840
H -1.41713 9.58973 -4.01526 -0.01 -0.02 -0.06 0.2692
H 0.15979 9.66906 -4.83113 -0.13 -0.06 -0.09 0.3281
H -0.27115 11.19282 -2.53325 -0.05 -0.04 0.02 0.3384
H 1.27922 10.41602 -2.84991 0.00 0.01 0.02 0.2636
H -0.98706 9.32647 -1.12038 -0.01 0.00 -0.02 0.2087
H 0.75092 9.34692 -0.76959 0.00 -0.11 0.00 0.3382
O -2.48039 -4.63631 -7.50295 -0.03 0.00 0.15 -0.6431
C -1.57783 -4.58022 -6.71416 -0.04 0.03 -0.25 0.3482
C -0.26575 -5.33567 -6.75208 0.03 -0.05 0.32 -0.0862
C 0.27539 -5.15599 -5.33757 -0.10 0.03 0.00 -0.3800
C -0.34128 -3.82104 -4.94086 0.14 -0.09 0.05 0.5509
O -1.60640 -3.76337 -5.63771 0.02 -0.04 0.06 -0.3291
H 0.37834 -4.86259 -7.49561 0.00 -0.05 -0.04 -0.0284
H -0.43596 -6.37349 -7.02652 0.00 0.04 -0.16 0.3831
H 1.35812 -5.16900 -5.26825 0.01 0.04 -0.04 0.3089
H -0.11167 -5.94605 -4.69085 0.00 0.01 0.01 0.2962
H 0.26000 -2.96870 -5.26023 0.00 0.01 0.01 0.2010
H -0.51741 -3.73884 -3.87256 -0.16 0.09 -0.04 -0.6076
O 3.25700 -6.31246 -6.01368 0.04 0.10 -0.08 -0.5599
C 3.62220 -5.95778 -7.09580 0.05 -0.27 0.06 0.5277
C 4.75160 -6.52924 -7.93200 0.09 0.33 -0.13 -0.4979
C 4.98635 -5.43740 -8.97436 0.02 -0.07 0.06 -0.4890
C 3.60272 -4.80666 -9.08133 0.06 0.01 -0.10 -0.4711
O 3.02356 -4.94638 -7.77169 -0.02 0.06 0.02 -0.2831
H 4.40451 -7.46156 -8.38037 0.01 -0.04 0.04 0.2670
H 5.61844 -6.72890 -7.30870 -0.07 -0.14 0.05 0.3177
H 5.36335 -5.80055 -9.92792 -0.06 -0.02 -0.01 0.3209
H 5.69625 -4.70552 -8.58691 -0.01 0.01 -0.02 0.2677
H 2.96217 -5.32763 -9.79588 0.01 -0.02 0.00 0.2740
H 3.62688 -3.75010 -9.33587 -0.06 0.02 0.07 0.3198
O 6.56115 0.89837 5.47916 -0.09 0.07 0.04 -0.5864
C 6.56378 2.08693 5.61304 0.18 -0.15 -0.10 0.5454
C 7.57813 2.94305 6.34386 -0.27 0.34 0.16 -0.2744
C 6.84117 4.27040 6.51269 0.03 -0.07 0.02 -0.4296
C 5.91548 4.26645 5.30201 -0.01 0.11 0.06 -0.4915
O 5.60491 2.87926 5.06865 0.09 0.11 0.13 -0.2347
H 8.46635 3.04466 5.71845 0.03 -0.09 0.01 0.2901
H 7.85174 2.48928 7.29114 0.14 -0.10 -0.09 -0.0424
H 7.49113 5.14129 6.55332 0.00 -0.01 -0.06 0.3535
H 6.25183 4.25036 7.43021 0.01 0.02 0.00 0.1961
H 6.39644 4.66577 4.40631 0.02 -0.01 0.00 0.2710
H 4.98503 4.80293 5.47110 -0.05 -0.08 -0.05 0.3642
O -6.93779 -5.19291 -1.16262 -0.05 -0.02 -0.10 -0.6688
C -6.97981 -5.32937 -2.35534 -0.09 0.18 0.17 0.5531
C -8.16836 -5.12637 -3.27268 0.09 -0.31 -0.20 -0.4708
C -7.71735 -5.82151 -4.55674 -0.06 0.02 0.06 -0.4896
C -6.20323 -5.66192 -4.48281 -0.03 0.02 -0.16 -0.4064
O -5.89574 -5.67306 -3.07461 0.04 -0.01 -0.02 -0.3399
H -8.31212 -4.05319 -3.40995 -0.03 0.01 0.05 0.2427
H -9.06382 -5.55725 -2.83380 -0.02 0.13 0.09 0.3362
H -8.14393 -5.40621 -5.46699 0.04 0.05 0.01 0.3335
H -7.98008 -6.87925 -4.51241 0.01 0.00 -0.02 0.2679
H -5.86063 -4.71315 -4.89916 -0.01 0.01 0.00 0.2768
H -5.65688 -6.46998 -4.95976 0.07 -0.02 0.07 0.2846
O 7.65431 3.85713 10.47729 -0.14 -0.04 -0.03 -0.5874
C 7.13121 2.82511 10.78559 0.24 0.06 0.00 0.5741
C 7.46428 1.43079 10.29156 -0.42 -0.19 -0.03 -0.0511
C 6.23051 0.62535 10.69611 0.06 0.04 -0.03 -0.5493
C 5.75621 1.38823 11.92765 -0.04 -0.11 -0.01 -0.4266
O 6.12246 2.75916 11.68470 -0.02 0.00 0.00 -0.3622
H 8.36539 1.08332 10.79878 0.06 0.06 -0.04 0.2970
H 7.62819 1.43646 9.21816 0.20 0.03 0.03 -0.0316
H 6.42573 -0.42670 10.89085 0.02 0.02 0.06 0.3426
H 5.47573 0.68695 9.91111 -0.01 -0.01 0.01 0.2523
H 6.25470 1.05639 12.84065 0.03 0.00 -0.01 0.2501
H 4.68062 1.34120 12.07710 0.00 0.10 0.01 0.3296
```
Positions in Å, forces in eV/Å.